No. 1
Computed, not measured: 9 unconnected molecules or ions with the total composition C32H88N6O10 at a distorted geometry, with ωB97M-V with the def2-TZVPD basis set.

CARTESIAN COORDINATES (ANGSTROEM)
C1 2.948 6.335 1.823
C2 1.946 5.221 2.150
C3 0.879 5.085 1.048
O1 0.087 6.243 0.811
C4 -1.058 5.945 -0.026
N1 2.671 3.960 2.162
H1 3.579 6.145 0.955
H2 3.666 6.440 2.637
H3 2.430 7.260 1.570
H4 1.435 5.414 3.093
H5 0.222 4.243 1.267
H6 1.311 4.772 0.097
H7 -1.764 5.185 0.307
H8 -0.738 5.566 -0.996
H9 -1.551 6.907 -0.165
H10 3.242 3.921 2.994
H11 3.252 4.035 1.339
C5 -3.626 2.382 0.744
C6 -4.509 2.897 1.812
C7 -4.381 4.409 1.973
O2 -4.563 5.134 0.775
C8 -4.412 6.520 0.787
N2 -5.830 2.616 1.466
H12 -3.690 2.880 -0.224
H13 -4.021 1.394 0.506
H14 -2.576 2.331 1.032
H15 -4.349 2.460 2.798
H16 -3.367 4.617 2.315
H17 -5.071 4.835 2.702
H18 -3.389 6.888 0.713
H19 -4.765 7.020 1.689
H20 -5.015 6.922 -0.027
H21 -5.900 1.785 0.896
H22 -6.401 3.284 0.969
C9 5.576 -1.695 -1.868
C10 4.193 -1.258 -2.277
C11 3.166 -2.397 -2.301
O3 3.515 -3.356 -3.294
C12 3.446 -2.889 -4.627
N3 3.657 -0.239 -1.340
H23 5.907 -2.524 -2.493
H24 5.554 -2.011 -0.825
H25 6.274 -0.874 -2.037
H26 4.323 -0.926 -3.307
H27 2.175 -2.032 -2.572
H28 3.177 -2.742 -1.266
H29 4.266 -2.186 -4.771
H30 2.443 -2.563 -4.900
H31 3.585 -3.804 -5.204
H32 3.346 -0.689 -0.491
H33 2.890 0.382 -1.559
C13 1.223 -5.811 0.962
C14 1.198 -5.421 -0.447
C15 0.467 -4.100 -0.687
O4 -0.809 -4.274 -0.144
C16 -1.697 -4.868 -1.045
N4 2.612 -5.206 -0.780
H34 1.638 -6.793 1.188
H35 0.216 -5.707 1.365
H36 1.792 -5.067 1.520
H37 0.811 -6.219 -1.081
H38 0.311 -3.716 -1.695
H39 0.845 -3.304 -0.045
H40 -1.652 -4.604 -2.102
H41 -2.733 -4.732 -0.733
H42 -1.395 -5.913 -0.985
H43 2.587 -4.887 -1.738
H44 3.156 -6.047 -0.914
C17 -0.816 -5.327 6.708
C18 -1.658 -5.974 5.551
C19 -1.464 -5.128 4.247
O5 -1.734 -3.752 4.604
C20 -1.509 -2.881 3.528
N5 -1.326 -7.364 5.322
H45 -0.871 -5.889 7.641
H46 -1.198 -4.333 6.942
H47 0.233 -5.369 6.417
H48 -2.698 -6.003 5.875
H49 -2.252 -5.586 3.650
H50 -0.518 -5.286 3.729
H51 -2.160 -3.032 2.667
H52 -0.475 -2.890 3.186
H53 -1.776 -1.938 4.006
H54 -0.461 -7.368 4.802
H55 -1.988 -7.744 4.661
C21 0.357 -0.777 -7.623
C22 -0.163 -0.058 -6.439
C23 -0.351 -0.943 -5.212
O6 -1.188 -2.135 -5.462
C24 -1.625 -2.797 -4.361
N6 0.788 0.989 -6.103
H56 -0.520 -1.366 -7.894
H57 1.176 -1.462 -7.407
H58 0.649 -0.154 -8.468
H59 -1.177 0.324 -6.562
H60 -0.832 -0.329 -4.450
H61 0.618 -1.097 -4.737
H62 -2.169 -3.668 -4.726
H63 -2.316 -2.136 -3.838
H64 -0.802 -3.126 -3.726
H65 1.755 0.697 -6.074
H66 0.804 1.496 -6.976
C25 1.059 1.811 5.131
C26 -0.022 2.124 4.034
C27 -0.733 3.474 4.381
O7 0.687 1.975 2.804
H67 0.550 1.574 6.065
H68 1.740 2.613 5.414
H69 1.670 0.972 4.797
H70 -0.831 1.394 4.041
H71 -1.546 3.346 5.095
H72 -1.268 3.810 3.493
H73 -0.080 4.283 4.707
H74 1.155 2.804 2.680
C28 -1.242 -0.231 0.862
C29 0.045 0.037 0.035
C30 -0.080 -0.397 -1.423
O8 0.384 1.433 0.093
H75 -2.069 0.166 0.274
H76 -1.255 0.177 1.873
H77 -1.382 -1.310 0.914
H78 0.823 -0.463 0.611
H79 -0.008 -1.478 -1.543
H80 0.769 -0.034 -2.001
H81 -0.951 0.038 -1.914
H82 0.926 1.588 0.870
C31 0.025 3.026 -2.953
C32 1.461 3.381 -2.617
O9 2.000 2.501 -1.641
O10 -0.867 3.143 -1.861
H83 0.009 2.026 -3.385
H84 -0.247 3.740 -3.731
H85 1.698 4.360 -2.200
H86 1.998 3.287 -3.561
H87 1.321 2.319 -0.987
H88 -0.826 2.341 -1.335

Its relative energy (zero: lowest compared OMol25 entry of this formula, charge and spin) is 1.475 eV. As for the spin multiplicity: 1. For the HOMO energy, the calculation gives -8.635 eV. As for the SMILES: COC[C@H](C)N.COC[C@H](C)N.COC[C@H](C)N.COC[C@H](C)N.COC[C@H](C)N.COC[C@H](C)N.CC(C)O.CC(C)O.OCCO. As for the orbital gap: 9.2 eV.

Atomic partial charges in e from the Mulliken method, atoms 1 to 99: number 1, C, carries -1.502; number 2, C, carries 0.207; number 3, C, carries 0.763; number 4, O, carries -0.542; number 5, C, carries -0.309; number 6, N, carries -0.548; number 7, H, carries 0.360; number 8, H, carries 0.425; number 9, H, carries 0.338; number 10, H, carries 0.176; number 11, H, carries -0.161; number 12, H, carries -0.321; number 13, H, carries -0.020; number 14, H, carries 0.147; number 15, H, carries 0.381; number 16, H, carries 0.248; number 17, H, carries 0.274; number 18, C, carries -0.829; number 19, C, carries 0.899; number 20, C, carries -0.940; number 21, O, carries -0.341; number 22, C, carries -0.650; number 23, N, carries -0.815; number 24, H, carries 0.154; number 25, H, carries 0.501; number 26, H, carries -0.329; number 27, H, carries 0.244; number 28, H, carries 0.334; number 29, H, carries 0.526; number 30, H, carries 0.138; number 31, H, carries 0.357; number 32, H, carries 0.285; number 33, H, carries 0.211; number 34, H, carries 0.272; number 35, C, carries -1.703; number 36, C, carries 0.216; number 37, C, carries -0.371; number 38, O, carries -0.496; number 39, C, carries -0.498; number 40, N, carries -0.500; number 41, H, carries 0.324; number 42, H, carries 0.337; number 43, H, carries 0.412; number 44, H, carries 0.706; number 45, H, carries -0.085; number 46, H, carries 0.600; number 47, H, carries 0.320; number 48, H, carries 0.063; number 49, H, carries 0.310; number 50, H, carries 0.326; number 51, H, carries -0.034; number 52, C, carries -1.675; number 53, C, carries 1.051; number 54, C, carries 0.325; number 55, O, carries -0.086; number 56, C, carries -0.849; number 57, N, carries -0.649; number 58, H, carries 0.487; number 59, H, carries 0.188; number 60, H, carries 0.337; number 61, H, carries 0.461; number 62, H, carries -0.617; number 63, H, carries -0.094; number 64, H, carries 0.187; number 65, H, carries 0.228; number 66, H, carries 0.421; number 67, H, carries 0.054; number 68, H, carries 0.281; number 69, C, carries -1.391; number 70, C, carries 0.258; number 71, C, carries -0.394; number 72, O, carries -0.370; number 73, C, carries -0.648; number 74, N, carries -0.738; number 75, H, carries 0.406; number 76, H, carries 0.330; number 77, H, carries 0.286; number 78, H, carries 0.354; number 79, H, carries 0.279; number 80, H, carries 0.192; number 81, H, carries 0.287; number 82, H, carries 0.350; number 83, H, carries 0.244; number 84, H, carries 0.271; number 85, H, carries 0.293; number 86, C, carries -1.444; number 87, C, carries 0.311; number 88, C, carries 0.220; number 89, O, carries -0.434; number 90, C, carries -0.381; number 91, N, carries -0.535; number 92, H, carries 0.347; number 93, H, carries 0.274; number 94, H, carries 0.453; number 95, H, carries 0.252; number 96, H, carries 0.029; number 97, H, carries -0.245; number 98, H, carries 0.359; number 99, H, carries 0.320

=====

No. 2
Computed, not measured: a molecular structure, C32H88N8O8 at a distorted geometry, with ωB97M-V with the def2-TZVPD basis set.

CARTESIAN COORDINATES (ANGSTROEM)
C1 7.248 1.908 -0.654
C2 5.959 1.115 -0.477
C3 4.719 1.874 -0.951
O1 4.646 3.062 -0.256
C4 3.624 3.988 -0.669
N1 6.136 -0.146 -1.235
H1 7.179 2.811 -0.048
H2 7.377 2.271 -1.674
H3 8.167 1.480 -0.256
H4 5.797 0.833 0.563
H5 3.780 1.359 -0.750
H6 4.693 1.980 -2.035
H7 2.693 3.446 -0.835
H8 3.778 4.475 -1.632
H9 3.654 4.744 0.115
H10 5.318 -0.738 -1.249
H11 6.473 0.005 -2.176
C5 2.613 1.328 3.261
C6 2.837 2.256 2.037
C7 2.287 3.677 2.257
O2 0.859 3.894 2.433
C8 0.052 3.508 1.333
N2 4.251 2.367 1.758
H12 3.046 1.777 4.154
H13 2.965 0.315 3.068
H14 1.543 1.241 3.450
H15 2.502 1.800 1.105
H16 2.520 4.222 1.343
H17 2.859 4.238 2.995
H18 -1.005 3.736 1.475
H19 -0.061 2.437 1.164
H20 0.361 3.911 0.369
H21 4.392 2.583 0.781
H22 4.584 3.149 2.304
C9 -7.033 1.325 2.531
C10 -6.087 0.880 3.604
C11 -4.657 1.557 3.492
O3 -4.022 1.156 2.323
C12 -3.591 -0.177 2.264
N3 -6.560 1.316 4.882
H23 -7.254 2.391 2.584
H24 -7.999 0.821 2.568
H25 -6.602 1.027 1.575
H26 -6.052 -0.207 3.537
H27 -4.004 1.512 4.363
H28 -4.767 2.641 3.481
H29 -4.428 -0.872 2.197
H30 -2.962 -0.406 3.125
H31 -2.923 -0.342 1.418
H32 -6.205 0.695 5.595
H33 -7.536 1.152 5.086
C13 -1.113 -1.542 -0.809
C14 -1.228 -0.312 0.146
C15 -0.248 0.787 -0.308
O4 1.150 0.438 -0.274
C16 1.931 1.466 -0.874
N4 -2.616 0.056 0.072
H34 -1.250 -1.197 -1.834
H35 -1.817 -2.369 -0.712
H36 -0.135 -1.948 -0.550
H37 -0.999 -0.571 1.180
H38 -0.437 1.638 0.347
H39 -0.499 1.072 -1.329
H40 2.013 2.377 -0.281
H41 1.595 1.828 -1.846
H42 2.939 1.071 -0.997
H43 -2.937 0.661 0.814
H44 -3.172 -0.769 0.249
C17 0.445 -2.305 -4.033
C18 -0.122 -1.412 -5.137
C19 -0.883 -0.261 -4.664
O5 -2.157 -0.690 -4.193
C20 -2.636 0.123 -3.147
N5 0.989 -1.124 -5.975
H45 1.192 -3.033 -4.348
H46 -0.368 -2.869 -3.577
H47 0.795 -1.711 -3.189
H48 -0.795 -2.000 -5.761
H49 -1.007 0.469 -5.464
H50 -0.328 0.291 -3.905
H51 -2.897 1.121 -3.498
H52 -1.879 0.310 -2.386
H53 -3.585 -0.263 -2.775
H54 0.683 -0.519 -6.724
H55 1.308 -1.984 -6.398
C21 2.162 -0.677 1.546
C22 2.075 -1.845 2.527
C23 0.746 -2.557 2.599
O6 -0.388 -1.677 2.761
C24 -1.651 -2.160 2.400
N6 3.177 -2.732 2.195
H56 1.973 -1.026 0.531
H57 3.105 -0.132 1.596
H58 1.417 0.061 1.841
H59 2.296 -1.584 3.563
H60 0.750 -3.286 3.408
H61 0.624 -3.144 1.689
H62 -1.863 -2.972 3.096
H63 -1.700 -2.469 1.356
H64 -2.306 -1.289 2.392
H65 4.020 -2.188 2.077
H66 3.029 -3.080 1.258
C25 -6.698 0.196 -1.073
C26 -5.280 -0.031 -0.556
C27 -5.065 -1.495 -0.102
O7 -3.893 -1.559 0.659
C28 -3.405 -2.863 0.880
N7 -4.280 0.447 -1.467
H67 -6.941 -0.462 -1.906
H68 -6.891 1.220 -1.393
H69 -7.456 0.049 -0.303
H70 -5.123 0.563 0.345
H71 -4.898 -2.082 -1.005
H72 -5.843 -1.961 0.503
H73 -2.558 -2.779 1.561
H74 -3.072 -3.440 0.017
H75 -4.177 -3.435 1.394
H76 -3.373 0.416 -1.023
H77 -4.330 1.431 -1.689
C29 3.573 -0.454 -2.939
C30 3.429 -1.050 -1.584
C31 2.331 -2.117 -1.583
O8 2.475 -2.866 -0.354
C32 1.412 -3.839 -0.317
N8 4.721 -1.484 -1.036
H78 4.121 -1.075 -3.647
H79 4.127 0.463 -2.739
H80 2.618 -0.141 -3.361
H81 3.062 -0.250 -0.942
H82 2.601 -2.767 -2.416
H83 1.335 -1.682 -1.672
H84 0.406 -3.436 -0.199
H85 1.721 -4.458 0.525
H86 1.246 -4.409 -1.232
H87 4.480 -1.833 -0.119
H88 5.067 -2.263 -1.578

Its relative energy (zero: lowest compared OMol25 entry of this formula, charge and spin) is 28.823 eV. As for the spin multiplicity: 1. For the HOMO energy, the calculation gives -6.820 eV. As for the orbital gap: 7.2 eV.

Atomic partial charges in e from the Mulliken method, atoms 1 to 99: number 1, C, carries -1.654; number 2, C, carries 0.132; number 3, C, carries -0.705; number 4, O, carries -0.446; number 5, C, carries -0.828; number 6, N, carries -0.910; number 7, H, carries 0.312; number 8, H, carries 0.339; number 9, H, carries 0.402; number 10, H, carries 0.175; number 11, H, carries 0.379; number 12, H, carries 1.396; number 13, H, carries 0.608; number 14, H, carries 0.386; number 15, H, carries 0.421; number 16, H, carries 0.401; number 17, H, carries 0.308; number 18, C, carries -1.983; number 19, C, carries 2.411; number 20, C, carries -1.011; number 21, O, carries -0.470; number 22, C, carries -0.489; number 23, N, carries -0.675; number 24, H, carries 0.436; number 25, H, carries 0.617; number 26, H, carries 0.277; number 27, H, carries -1.252; number 28, H, carries 0.284; number 29, H, carries 0.412; number 30, H, carries 0.435; number 31, H, carries 0.565; number 32, H, carries 0.280; number 33, H, carries 0.514; number 34, H, carries 0.365; number 35, C, carries -1.085; number 36, C, carries 0.858; number 37, C, carries -1.105; number 38, O, carries -0.445; number 39, C, carries -0.551; number 40, N, carries -0.720; number 41, H, carries 0.381; number 42, H, carries 0.405; number 43, H, carries 0.031; number 44, H, carries 0.181; number 45, H, carries 0.353; number 46, H, carries 0.479; number 47, H, carries 0.282; number 48, H, carries 1.285; number 49, H, carries -2.335; number 50, H, carries 0.261; number 51, H, carries 0.267; number 52, C, carries 0.416; number 53, C, carries 0.288; number 54, C, carries -0.147; number 55, O, carries 2.308; number 56, C, carries -0.523; number 57, N, carries -0.303; number 58, H, carries -0.840; number 59, H, carries 0.673; number 60, H, carries -1.891; number 61, H, carries 1.126; number 62, H, carries -1.789; number 63, H, carries 0.141; number 64, H, carries -0.760; number 65, H, carries 0.288; number 66, H, carries 0.507; number 67, H, carries 0.798; number 68, H, carries 0.931; number 69, C, carries -1.022; number 70, C, carries 0.450; number 71, C, carries -0.480; number 72, O, carries -0.402; number 73, C, carries 0.030; number 74, N, carries -0.659; number 75, H, carries 0.551; number 76, H, carries 0.371; number 77, H, carries -0.250; number 78, H, carries 0.346; number 79, H, carries 0.431; number 80, H, carries 0.029; number 81, H, carries 0.247; number 82, H, carries -0.711; number 83, H, carries 0.374; number 84, H, carries 0.251; number 85, H, carries 0.245; number 86, C, carries -1.992; number 87, C, carries -0.749; number 88, C, carries -1.187; number 89, O, carries -0.244; number 90, C, carries -0.400; number 91, N, carries -0.853; number 92, H, carries 0.386; number 93, H, carries 1.878; number 94, H, carries 0.135; number 95, H, carries 0.787; number 96, H, carries 0.377; number 97, H, carries 0.313; number 98, H, carries 0.696; number 99, H, carries 0.106

=====

Number 1 is which compound? C32H88N6O10